[1]
C15H12AuCl2N2O2 | ωB97M-V with the def2-TZVPD basis set

Results
HOMO energy (spin up / spin down)	-11.2899 / -11.9096	eV
energy above the lowest of the compared OMol25 structures with the same formula, charge and spin	0.000	eV
LUMO (spin up / spin down)	-3.47 / -5.92	eV
⟨S²⟩	2.041
frontier orbital gap (spin up / spin down)	0.2874 / 0.2202	Ha
molar mass	520.15	g/mol

```
! RIJCOSX wB97M-V def2-TZVPD def2/J DEFGRID3
* xyz 1 3
Au -0.293 0.156 0.119
Cl 1.893 -5.732 -4.257
C 1.213 -4.630 -3.158
C -0.072 -4.854 -2.663
C -0.606 -3.971 -1.765
Cl -2.161 -4.218 -1.132
C 0.149 -2.807 -1.282
O -0.329 -2.117 -0.372
C 1.455 -2.585 -1.894
C 2.292 -1.394 -1.635
O 1.951 -0.398 -1.041
C 1.958 -3.493 -2.775
H -0.635 -5.720 -2.984
H 3.306 -1.449 -2.069
H 2.942 -3.340 -3.204
N -2.640 3.515 -1.148
C -2.408 2.382 -0.461
N -1.192 1.934 -0.657
C -0.575 2.833 -1.532
C 0.715 2.847 -2.054
C 1.041 3.888 -2.896
C 0.113 4.895 -3.215
C -1.165 4.893 -2.696
C -1.485 3.839 -1.847
H -3.506 4.028 -1.149
H -3.141 1.915 0.178
H 1.431 2.076 -1.791
H 2.035 3.940 -3.319
H 0.409 5.694 -3.882
H -1.877 5.671 -2.938
C -0.097 0.079 2.248
H 0.527 0.927 2.519
H 0.383 -0.880 2.432
H -1.093 0.139 2.678
*
```


[2]
C3H7N2O2 | ωB97M-V with the def2-TZVPD basis set

Results
HOMO energy	-14.4513	eV
energy above the lowest of the compared OMol25 structures with the same formula, charge and spin	3.580	eV
LUMO	-4.03	eV
frontier orbital gap	0.3829	Ha
molar mass	103.10	g/mol

```
! RIJCOSX wB97M-V def2-TZVPD def2/J DEFGRID3
* xyz 1 1
C 2.225 -0.015 -0.085
C 0.314 -0.126 0.756
C -0.791 1.828 -0.041
N 0.262 0.930 0.098
N -0.614 -1.722 -0.408
O 3.009 0.493 -0.731
O 1.579 -0.790 0.612
H -0.285 -0.603 1.597
H -1.026 1.887 -1.070
H -1.572 1.134 0.478
H -0.585 2.704 0.408
H -1.235 -1.173 -0.966
H -1.203 -2.119 0.333
H -0.079 -2.430 -0.981
*
```


[3]
C14H16O | ωB97M-V with the def2-TZVPD basis set

Results
SMILES	Cc1ccc(O)cc1.Cc1ccccc1
HOMO energy	-8.1405	eV
energy above the lowest of the compared OMol25 structures with the same formula, charge and spin	2.010	eV
LUMO	0.78	eV
frontier orbital gap	0.3280	Ha
molar mass	200.28	g/mol

```
! RIJCOSX wB97M-V def2-TZVPD def2/J DEFGRID3
* xyz 0 1
C -1.724 1.015 2.366
C -1.255 -0.339 2.259
C -1.018 -0.775 0.899
C -0.585 -2.085 0.602
C -0.452 -2.994 1.704
O -0.090 -4.270 1.481
C -0.596 -2.490 3.061
C -1.112 -1.218 3.294
H -2.253 1.483 1.472
H -0.786 1.592 2.585
H -2.460 1.189 3.133
H -1.307 -0.050 0.106
H -0.538 -2.419 -0.411
H -0.464 -4.677 0.642
H -0.302 -3.213 3.945
H -1.138 -0.848 4.242
C -0.275 3.151 -2.274
C 0.694 1.919 -2.219
C 0.812 1.223 -1.000
C 1.565 0.053 -0.831
C 2.312 -0.409 -1.882
C 2.110 0.274 -3.140
C 1.336 1.432 -3.331
H -0.354 3.607 -3.329
H 0.019 3.952 -1.505
H -1.223 2.789 -1.874
H 0.383 1.558 -0.066
H 1.518 -0.397 0.138
H 3.129 -1.116 -1.689
H 2.649 0.132 -4.061
H 1.404 1.931 -4.314
*
```


[4]
C4H10N2O2 | ωB97M-V with the def2-TZVPD basis set

Results
SMILES	Cc1c[nH]cn1.O.O
HOMO energy	-8.0658	eV
energy above the lowest of the compared OMol25 structures with the same formula, charge and spin	3.157	eV
LUMO	0.53	eV
frontier orbital gap	0.3159	Ha
molar mass	118.14	g/mol

```
! RIJCOSX wB97M-V def2-TZVPD def2/J DEFGRID3
* xyz 0 1
C 3.142 -0.843 -2.055
C 2.065 -0.614 -1.137
C 1.823 -0.868 0.253
N 0.472 -0.547 0.458
C -0.074 -0.020 -0.731
N 0.926 -0.021 -1.669
H 3.126 -0.247 -3.043
H 4.059 -0.728 -1.618
H 2.987 -1.949 -2.310
H 2.362 -1.536 0.924
H 0.029 -0.886 1.396
H -0.853 0.672 -0.732
O -1.730 3.108 -0.203
H -2.081 3.879 0.078
H -2.607 2.773 -0.610
O -4.215 -0.718 3.810
H -4.817 0.020 3.741
H -4.612 -1.477 3.449
*
```


[5]
C33H34Br2FN5OSSeSiZr | ωB97M-V with the def2-TZVPD basis set

Results
HOMO energy	-7.5051	eV
energy above the lowest of the compared OMol25 structures with the same formula, charge and spin	0.137	eV
LUMO	-0.78	eV
frontier orbital gap	0.2472	Ha
molar mass	925.81	g/mol

```
! RIJCOSX wB97M-V def2-TZVPD def2/J DEFGRID3
* xyz 0 1
Zr 0.256 -0.730 0.187
C -1.930 2.965 -1.986
Si -2.279 1.489 -0.848
C -2.039 2.172 0.880
C -4.096 0.959 -1.014
N -1.158 0.191 -1.280
C -0.971 -0.015 -2.629
C -1.875 0.246 -3.680
C -1.544 -0.030 -4.999
C -0.315 -0.573 -5.347
C 0.614 -0.835 -4.345
C 0.244 -0.547 -3.062
F 1.139 -0.784 -2.030
H -2.833 3.566 -2.130
H -1.537 2.710 -2.970
H -1.191 3.605 -1.496
H -2.198 3.255 0.826
H -1.028 2.032 1.268
H -2.737 1.761 1.606
H -4.745 1.839 -0.981
H -4.363 0.313 -0.174
H -4.315 0.432 -1.944
H -2.845 0.673 -3.463
H -2.268 0.192 -5.776
H -0.073 -0.779 -6.381
H 1.592 -1.250 -4.553
Br 1.448 -1.571 5.119
C 2.465 -2.171 3.657
C 3.650 -2.898 3.885
C 4.404 -3.359 2.849
Br 5.983 -4.340 3.219
C 4.023 -3.117 1.505
C 4.713 -3.560 0.362
C 4.211 -3.263 -0.875
C 3.033 -2.515 -0.986
N 2.366 -2.062 0.056
C 2.843 -2.374 1.292
C 2.039 -1.904 2.376
O 0.952 -1.263 2.046
H 3.953 -3.090 4.905
H 5.622 -4.136 0.475
H 4.705 -3.597 -1.777
H 2.630 -2.296 -1.962
S -0.338 -3.333 -0.801
C -1.640 -3.070 -1.868
N -2.800 -2.538 -1.388
C -3.883 -2.340 -2.157
C -3.841 -2.699 -3.470
C -2.635 -3.245 -3.924
N -1.579 -3.430 -3.158
H -2.822 -2.251 -0.409
H -4.736 -1.899 -1.662
H -4.686 -2.557 -4.126
H -2.532 -3.548 -4.961
C 1.628 4.461 1.311
C 2.661 3.469 0.753
C 3.804 3.289 1.760
C 3.213 3.995 -0.579
C 1.998 2.178 0.528
C 1.443 1.112 0.334
H 2.103 5.427 1.496
H 1.209 4.094 2.249
H 0.810 4.604 0.604
H 4.293 4.250 1.942
H 4.548 2.588 1.380
H 3.427 2.906 2.709
H 3.700 4.961 -0.424
H 2.409 4.123 -1.305
H 3.944 3.301 -0.995
Se -2.128 -1.216 1.490
C -2.265 -0.406 3.202
C -1.234 0.337 3.768
C -1.434 0.912 5.015
N -2.556 0.800 5.721
C -3.534 0.081 5.172
C -3.442 -0.535 3.934
H -0.286 0.455 3.268
H -0.636 1.494 5.468
H -4.447 -0.012 5.753
H -4.279 -1.104 3.551
*
```


[6]
C7H14OP | ωB97M-V with the def2-TZVPD basis set

Results
HOMO energy	-12.1276	eV
energy above the lowest of the compared OMol25 structures with the same formula, charge and spin	1.312	eV
LUMO	-3.24	eV
frontier orbital gap	0.3268	Ha
molar mass	145.16	g/mol

```
! RIJCOSX wB97M-V def2-TZVPD def2/J DEFGRID3
* xyz 1 1
C -4.221 0.832 1.318
C -3.548 -0.061 0.547
C -2.190 0.352 0.151
C -1.273 -0.270 -0.641
C 1.588 -1.529 0.615
C 2.127 1.325 0.496
C 2.662 -0.361 -1.890
O -0.081 0.335 -1.095
P 1.464 -0.111 -0.448
H -5.281 0.498 1.605
H -3.859 1.657 1.907
H -3.992 -0.916 -0.024
H -1.921 1.344 0.461
H -1.193 -1.226 -1.068
H 0.879 -2.369 0.313
H 1.350 -1.287 1.663
H 2.504 -2.016 0.627
H 3.153 1.509 0.239
H 1.744 1.237 1.490
H 1.481 2.189 0.104
H 2.107 -0.377 -2.760
H 3.152 -1.295 -1.724
H 3.347 0.542 -1.885
*
```


[7]
C8H12N3S | ωB97M-V with the def2-TZVPD basis set

Results
HOMO energy	-12.8492	eV
energy above the lowest of the compared OMol25 structures with the same formula, charge and spin	0.000	eV
LUMO	-4.05	eV
frontier orbital gap	0.3235	Ha
molar mass	182.27	g/mol

```
! RIJCOSX wB97M-V def2-TZVPD def2/J DEFGRID3
* xyz 1 1
C 2.286 1.818 1.068
C 3.543 1.814 1.563
C 2.595 -0.418 1.315
C -2.397 0.423 -1.111
C -3.319 -1.450 -1.728
C -1.891 -1.644 -1.335
C 2.253 -1.848 1.228
C -2.144 1.838 -0.761
N -3.506 -0.046 -1.530
N 1.775 0.560 0.946
N -1.360 -0.537 -0.973
S 4.079 0.206 1.870
H 1.704 2.673 0.783
H 4.179 2.652 1.765
H -3.521 -1.730 -2.765
H -4.013 -2.019 -1.103
H -1.358 -2.577 -1.344
H 0.852 0.374 0.549
H 2.311 -2.189 0.191
H 2.942 -2.447 1.817
H 1.235 -2.024 1.570
H -1.947 1.930 0.307
H -3.018 2.430 -1.014
H -1.281 2.211 -1.306
*
```


[8]
C3H5NO3S | ωB97M-V with the def2-TZVPD basis set

Results
SMILES	O/N=C1\OCOCS1
HOMO energy	-9.1508	eV
energy above the lowest of the compared OMol25 structures with the same formula, charge and spin	4.139	eV
LUMO	0.53	eV
frontier orbital gap	0.3556	Ha
molar mass	135.14	g/mol

```
! RIJCOSX wB97M-V def2-TZVPD def2/J DEFGRID3
* xyz 0 1
O -2.768 0.685 0.620
N -1.685 1.023 -0.078
C -0.643 0.284 -0.284
O -0.684 -0.992 0.233
C 0.459 -1.028 1.186
O 1.649 -1.154 0.536
C 2.072 0.016 -0.061
S 0.724 0.650 -1.285
H -2.635 -0.118 1.055
H 0.456 0.002 1.778
H 0.312 -1.883 2.052
H 2.948 -0.178 -0.717
H 2.219 0.669 0.789
*
```


[9]
C34H28ClF6O3P2RuS2Sb | ωB97M-V with the def2-TZVPD basis set

Results
HOMO energy (spin up / spin down)	-8.2787 / -8.2786	eV
energy above the lowest of the compared OMol25 structures with the same formula, charge and spin	0.548	eV
LUMO (spin up / spin down)	-1.54 / -1.53	eV
frontier orbital gap (spin up / spin down)	0.2475 / 0.2481	Ha
molar mass	982.95	g/mol

```
! RIJCOSX wB97M-V def2-TZVPD def2/J DEFGRID3
* xyz 0 1
Ru -0.854 1.024 -0.297
S -2.322 0.617 1.458
P -0.752 -0.377 2.201
C 0.117 -0.346 0.677
P 0.268 -1.644 -0.492
S -0.981 -0.783 -1.796
C -0.296 -3.294 -0.031
C -1.662 -3.556 0.032
C -2.110 -4.819 0.380
C -1.197 -5.826 0.660
C 0.165 -5.571 0.600
C 0.618 -4.307 0.258
C 1.955 -1.855 -1.054
C 2.189 -2.470 -2.282
C 3.486 -2.646 -2.724
C 4.551 -2.211 -1.940
C 4.318 -1.596 -0.722
C 3.016 -1.411 -0.279
C 0.241 0.432 3.459
C -0.254 0.524 4.761
C 0.490 1.160 5.735
C 1.735 1.696 5.418
C 2.231 1.595 4.131
C 1.484 0.966 3.145
C -1.192 -1.950 2.963
C -0.184 -2.789 3.436
C -0.511 -3.984 4.048
C -1.847 -4.334 4.217
C -2.851 -3.497 3.760
C -2.524 -2.308 3.122
H -2.371 -2.770 -0.200
H -3.171 -5.021 0.427
H -1.550 -6.815 0.922
H 0.875 -6.358 0.813
H 1.682 -4.116 0.203
H 1.362 -2.800 -2.900
H 3.673 -3.112 -3.681
H 5.565 -2.341 -2.293
H 5.144 -1.235 -0.125
H 2.834 -0.893 0.654
H -1.218 0.100 5.016
H 0.104 1.240 6.742
H 2.314 2.196 6.183
H 3.193 2.021 3.879
H 1.859 0.917 2.132
H 0.858 -2.507 3.334
H 0.271 -4.640 4.404
H -2.101 -5.264 4.708
H -3.889 -3.770 3.893
H -3.304 -1.660 2.740
F 0.465 2.147 -1.632
Sb 1.969 3.087 -0.740
F 1.034 4.709 -0.933
F 3.355 3.859 0.266
F 0.997 2.713 0.853
F 2.774 1.380 -0.575
F 2.821 3.356 -2.385
C -0.896 5.848 -3.694
C -1.157 4.464 -4.217
C -0.299 3.925 -5.174
C -0.545 2.682 -5.720
Cl 0.557 2.039 -6.911
C -1.654 1.936 -5.354
C -2.501 2.450 -4.393
C -2.245 3.686 -3.818
O -3.159 4.121 -2.868
C -2.653 4.297 -1.568
C -2.128 3.035 -0.936
O -1.466 3.069 0.131
O -2.286 1.898 -1.498
H -0.348 6.425 -4.438
H -0.296 5.838 -2.783
H -1.832 6.368 -3.488
H 0.562 4.492 -5.498
H -1.836 0.970 -5.802
H -3.358 1.888 -4.050
H -3.476 4.664 -0.949
H -1.854 5.042 -1.520
*
```


[10]
C5H8O | ωB97M-V with the def2-TZVPD basis set

Results
SMILES	O=CCC1CC1
HOMO energy	-9.6855	eV
energy above the lowest of the compared OMol25 structures with the same formula, charge and spin	1.335	eV
LUMO	1.07	eV
frontier orbital gap	0.3951	Ha
molar mass	84.12	g/mol

```
! RIJCOSX wB97M-V def2-TZVPD def2/J DEFGRID3
* xyz 0 1
O 1.808 1.717 -0.694
C 2.024 0.735 -0.027
C 0.954 -0.179 0.536
C -0.203 -0.415 -0.407
C -1.528 -0.824 0.170
C -1.355 0.544 -0.428
H 3.072 0.442 0.194
H 1.442 -1.123 0.808
H 0.569 0.276 1.464
H 0.074 -0.864 -1.359
H -2.123 -1.554 -0.371
H -1.596 -0.908 1.252
H -1.838 0.754 -1.378
H -1.300 1.399 0.240
*
```


[11]
C4H16N2O4 | ωB97M-V with the def2-TZVPD basis set

Results
SMILES	CCCNC(N)=O.O.O.O
HOMO energy	-10.0621	eV
energy above the lowest of the compared OMol25 structures with the same formula, charge and spin	0.563	eV
LUMO	0.41	eV
frontier orbital gap	0.3849	Ha
molar mass	156.18	g/mol

```
! RIJCOSX wB97M-V def2-TZVPD def2/J DEFGRID3
* xyz 0 1
C -2.968 0.578 1.916
C -1.602 0.612 1.351
C -1.499 0.257 -0.150
N -0.167 0.645 -0.656
C 0.900 -0.216 -0.476
N 1.075 -1.028 0.577
O 1.782 -0.127 -1.366
H -3.558 -0.236 1.458
H -3.133 0.489 2.996
H -3.647 1.401 1.676
H -1.072 -0.186 1.938
H -1.108 1.593 1.429
H -1.601 -0.787 -0.402
H -2.327 0.851 -0.677
H -0.127 1.207 -1.485
H 0.334 -1.471 1.085
H 1.782 -1.802 0.347
O 2.462 1.992 1.956
H 1.612 1.703 1.609
H 3.098 1.996 1.232
O 0.794 0.264 -3.868
H 0.492 0.154 -2.963
H 1.610 -0.232 -3.941
O 2.422 -2.730 -0.850
H 2.681 -1.873 -1.258
H 1.764 -3.054 -1.478
*
```


[12]
C3H16O4S | ωB97M-V with the def2-TZVPD basis set

Results
HOMO energy	-7.8362	eV
energy above the lowest of the compared OMol25 structures with the same formula, charge and spin	6.614	eV
LUMO	-3.03	eV
frontier orbital gap	0.1768	Ha
molar mass	148.22	g/mol

```
! RIJCOSX wB97M-V def2-TZVPD def2/J DEFGRID3
* xyz 0 1
C -3.689 0.092 0.294
C -2.759 -0.840 1.004
S 0.032 1.247 -0.480
C -1.193 1.026 -1.826
H -4.151 -0.461 -0.423
H -4.021 0.996 0.976
H -2.457 0.102 0.256
H -2.806 -0.858 2.056
H -2.557 -1.810 0.591
H -0.796 1.315 -2.826
H -2.122 1.509 -1.585
H -1.461 -0.041 -1.876
H 2.470 -1.110 -1.026
H 1.135 -0.610 -0.942
O 1.584 -1.521 -0.872
H 3.846 0.403 0.167
H 4.918 0.195 -0.877
O 4.080 -0.209 -0.603
H 0.276 -0.443 1.440
H 1.333 -1.419 0.884
O 1.085 -0.890 1.760
H 2.080 1.612 0.720
H 2.361 0.514 1.866
O 2.815 1.202 1.322
*
```